[1]
124
Properties=species:S:1:pos:R:3 method="wB97M-V/def2-TZVPD" mol_weight_g_mol=857.2 lumo_ev="-6.340 / -5.857" s2=0.7635 e_tot_ev=-90663.615 spin_multiplicity=2 total_charge=+2 homo_energy_ev="-13.32 / -13.30"
Ru -0.45 0.84 -0.18
C -2.48 -0.40 3.33
Si -1.74 -0.54 1.56
C -0.30 -1.81 1.82
C -0.67 -3.13 2.01
C 0.23 -4.06 2.49
C 1.53 -3.67 2.77
C 1.94 -2.37 2.53
C 1.03 -1.43 2.04
P 1.49 0.28 1.60
C 3.35 0.31 1.35
C 3.82 -0.73 0.33
C 5.24 -0.41 -0.14
C 6.12 0.04 1.03
C 5.55 -0.44 2.36
C 4.21 0.25 2.63
C 1.36 1.33 3.16
C 0.48 2.54 2.89
C 0.67 3.58 4.00
C 0.80 2.92 5.38
C 0.17 1.53 5.38
C 0.91 0.59 4.42
C -3.12 -1.33 0.49
C -4.27 -1.76 1.14
C -5.27 -2.45 0.48
C -5.12 -2.73 -0.87
C -4.00 -2.28 -1.54
C -3.00 -1.56 -0.90
P -1.46 -1.01 -1.73
C -0.54 -2.65 -1.72
C 0.95 -2.49 -2.01
C 1.68 -3.78 -1.64
C 0.86 -5.03 -2.01
C -0.15 -4.71 -3.11
C -1.19 -3.72 -2.61
C -1.85 -0.39 -3.47
C -0.53 0.06 -4.10
C -0.80 0.63 -5.50
C -1.22 -0.50 -6.45
C -1.88 -1.65 -5.70
C -2.70 -1.15 -4.52
H -2.60 -1.39 3.77
H -3.44 0.09 3.32
H -1.84 0.16 4.01
H -1.69 -3.43 1.81
H -0.09 -5.08 2.66
H 2.23 -4.39 3.17
H 2.95 -2.10 2.76
H 3.51 1.31 0.90
H 3.14 -0.77 -0.53
H 3.80 -1.72 0.77
H 5.22 0.37 -0.91
H 5.66 -1.30 -0.60
H 6.20 1.13 1.06
H 7.13 -0.34 0.90
H 6.23 -0.20 3.17
H 5.44 -1.52 2.34
H 4.43 1.27 2.97
H 3.69 -0.26 3.44
H 2.37 1.71 3.31
H -0.56 2.21 2.81
H 0.75 2.99 1.92
H -0.17 4.28 3.99
H 1.56 4.17 3.79
H 0.32 3.54 6.14
H 1.85 2.84 5.65
H -0.88 1.64 5.08
H 0.19 1.11 6.38
H 0.25 -0.25 4.17
H 1.78 0.17 4.93
H -4.38 -1.58 2.20
H -6.14 -2.78 1.02
H -5.88 -3.29 -1.39
H -3.92 -2.53 -2.59
H -0.63 -2.96 -0.67
H 1.33 -1.65 -1.42
H 1.11 -2.26 -3.06
H 1.89 -3.79 -0.57
H 2.64 -3.80 -2.17
H 0.31 -5.38 -1.14
H 1.52 -5.83 -2.33
H -0.66 -5.63 -3.42
H 0.38 -4.32 -3.99
H -1.95 -4.25 -2.03
H -1.68 -3.27 -3.47
H -2.42 0.52 -3.22
H 0.16 -0.78 -4.20
H -0.07 0.81 -3.45
H 0.09 1.12 -5.88
H -1.59 1.38 -5.43
H -0.34 -0.88 -6.98
H -1.90 -0.10 -7.21
H -1.12 -2.35 -5.34
H -2.53 -2.21 -6.37
H -3.25 -1.98 -4.10
H -3.45 -0.45 -4.90
N 1.67 1.40 -1.65
C 1.90 2.82 -1.94
C 1.04 3.69 -1.01
C -0.06 4.46 -1.75
C -1.04 3.54 -2.47
N -1.60 2.56 -1.54
H 2.37 1.09 -0.97
H 1.81 0.84 -2.49
H 1.64 3.01 -2.98
H 2.96 3.07 -1.83
H 1.65 4.40 -0.46
H 0.56 3.01 -0.27
H 0.39 5.13 -2.48
H -0.60 5.07 -1.03
H -0.54 3.00 -3.27
H -1.83 4.15 -2.92
H -2.38 2.07 -1.99
H -1.99 3.04 -0.72
C -3.15 4.85 1.43
S -3.43 3.07 1.75
C -3.14 3.23 3.55
O -2.22 2.39 1.18
H -3.87 5.41 2.02
H -3.30 5.06 0.37
H -2.13 5.11 1.72
H -3.94 3.83 3.95
H -2.18 3.70 3.73
H -3.17 2.24 4.01


[2]
15
Properties=species:S:1:pos:R:3 method="wB97M-V/def2-TZVPD" mol_weight_g_mol=61.1 lumo_ev=0.991 e_tot_ev=-4777.325 smiles=CC.CN de_lowest_kj_mol=209.4 homo_energy_ev=-9.19
C -0.57 -0.05 2.87
C 0.51 -0.33 3.95
H -0.26 0.49 1.98
H -1.39 -0.73 2.48
H -1.24 0.67 3.53
H 1.48 0.21 3.88
H 0.79 -1.37 4.27
H 0.20 0.19 4.87
C -0.02 0.38 -3.50
N 0.61 -0.22 -4.62
H 0.39 1.38 -3.06
H -1.12 0.53 -3.59
H -0.10 -0.23 -2.50
H 0.23 -1.15 -5.06
H 0.51 0.23 -5.51


[3]
9
Properties=species:S:1:pos:R:3 method="wB97M-V/def2-TZVPD" mol_weight_g_mol=103.1 lumo_ev="-8.005 / -8.104" e_tot_ev=-18076.023 total_charge=+1 de_lowest_kj_mol=447.4 homo_energy_ev="-15.89 / -15.82"
C -0.65 -0.24 -0.08
C 0.72 0.65 2.33
C 0.11 0.21 -1.31
O 0.67 1.25 -1.31
O 0.13 -0.69 -2.24
S -0.58 0.49 1.41
H -1.18 -1.13 0.08
H 0.62 1.11 3.30
H 0.17 -1.66 -2.18


[4]
14
Properties=species:S:1:pos:R:3 method="wB97M-V/def2-TZVPD" mol_weight_g_mol=84.1 lumo_ev=1.005 e_tot_ev=-7359.238 smiles=CC#CCOC de_lowest_kj_mol=291.1 homo_energy_ev=-9.47
C -1.77 0.53 -0.27
O -1.33 -0.78 0.01
C -0.67 -1.39 -1.09
C 0.71 -0.88 -1.12
C 1.47 -0.14 -0.54
C 2.09 0.77 0.40
H -2.72 0.49 -0.82
H -1.92 1.07 0.67
H -1.03 1.09 -0.87
H -0.70 -2.47 -0.91
H -1.18 -1.17 -2.03
H 2.80 0.27 1.05
H 2.56 1.64 -0.06
H 1.25 1.11 1.03


[5]
12
Properties=species:S:1:pos:R:3 method="wB97M-V/def2-TZVPD" mol_weight_g_mol=93.2 lumo_ev="0.615 / -3.405" s2=2.0137 e_tot_ev=-16553.568 spin_multiplicity=3 de_lowest_kj_mol=229.5 homo_energy_ev="-7.35 / -10.45"
C 1.80 -0.80 -0.27
C 1.63 -1.00 1.02
N -2.19 0.31 1.14
O -1.58 -0.86 -0.89
S -1.14 0.14 0.04
H -1.38 2.76 -2.37
H 1.63 -1.52 -1.14
H 1.88 0.21 -0.71
H 1.37 -1.96 1.49
H 1.54 -0.17 1.74
H -2.14 0.90 1.86
H -1.41 2.01 -1.93


[6]
14
Properties=species:S:1:pos:R:3 method="wB97M-V/def2-TZVPD" mol_weight_g_mol=84.1 lumo_ev=0.780 e_tot_ev=-7357.273 de_lowest_kj_mol=480.7 homo_energy_ev=-8.48
O 1.22 0.22 2.25
C 0.97 -0.32 1.08
C -0.54 -0.46 0.89
C -0.40 -0.19 -0.56
C -0.04 1.23 -0.73
C -0.34 -1.11 -1.52
H 2.19 0.29 2.29
H -1.15 0.27 1.45
H -0.89 -1.47 1.10
H -1.12 1.13 -1.10
H 0.73 1.49 -1.46
H -0.10 1.93 0.10
H -0.57 -2.14 -1.27
H 0.03 -0.88 -2.52